ORCA calculation (ωB97M-V with the def2-TZVPD basis set) on 4 unconnected molecules or ions with the total composition C23H28BrNO14S4.

Output
orbital gap = 8.389 eV
ΔE to the lowest compared entry with this formula, charge and spin = 37.10 kJ/mol
HOMO energy = -0.303 Ha
SMILES string = C[C@@H](O)Cc1ccc2c(c1)Nc1cc(CC=O)cc(Br)c1S2.O=S1(=O)OCCO1.O=S1(=O)OCCO1.O=S1(=O)OCCO1

Element x y z (Å)
C 4.3829 -2.0295 0.2964
C 3.7998 -1.4892 -1.0145
O 2.9904 -2.4551 -1.6806
C 3.0823 -0.1287 -0.9102
C 1.8110 -0.0503 -0.0415
C 1.7468 -0.1148 1.3452
C 0.5570 0.0253 2.0605
C -0.5873 0.2302 1.3303
C -0.5914 0.2920 -0.0419
C 0.6099 0.1482 -0.6986
N -1.7529 0.5309 -0.8224
C -2.9284 -0.1045 -0.3849
C -3.8229 -0.6150 -1.3054
C -4.9999 -1.2349 -0.9328
C -5.9271 -1.7803 -2.0107
C -6.9928 -2.7351 -1.4614
O -6.7237 -3.8320 -1.0156
C -5.2976 -1.3639 0.4050
C -4.4400 -0.8446 1.3510
Br -4.8427 -1.0020 3.2112
C -3.2780 -0.2254 0.9519
S -2.1558 0.4600 2.1614
H 4.0242 -3.0496 0.5408
H 4.2232 -1.3887 1.1667
H 5.4710 -2.1335 0.2010
H 4.6523 -1.3284 -1.6885
H 2.8350 -3.2029 -1.0954
H 2.7561 0.1060 -1.9327
H 3.7532 0.6869 -0.6228
H 2.6492 -0.2383 1.9388
H 0.5250 -0.0062 3.1444
H 0.6169 0.1959 -1.7879
H -1.5823 0.3760 -1.8056
H -3.6457 -0.5412 -2.3797
H -6.3782 -0.9746 -2.6021
H -5.3333 -2.3822 -2.7138
H -8.0599 -2.4148 -1.5153
H -6.1945 -1.8665 0.7539
C -3.6604 3.7052 -0.6383
C -4.1010 3.2072 0.7189
O -4.0377 4.3627 1.5655
S -4.3886 5.6721 0.7076
O -5.7552 5.9950 0.9012
O -3.3555 6.6226 0.8994
O -4.2310 5.0157 -0.7508
H -2.5736 3.7980 -0.6940
H -4.0108 3.0688 -1.4474
H -3.4590 2.4167 1.0982
H -5.1367 2.8573 0.6971
C 5.3640 4.1229 -2.9820
C 6.2299 4.6317 -1.8492
O 6.6150 3.4519 -1.1344
S 6.7552 2.2256 -2.1624
O 8.1185 2.0761 -2.5132
O 5.9783 1.1455 -1.6736
O 5.9874 2.9034 -3.3996
H 4.3538 3.8907 -2.6374
H 5.3108 4.8237 -3.8112
H 5.7005 5.3186 -1.1945
H 7.1356 5.1130 -2.2250
C 0.4504 -3.6749 3.2054
C 1.3567 -4.5672 4.0293
O 1.5299 -5.7534 3.2181
S 1.4611 -5.3087 1.6675
O 2.7895 -5.1144 1.2015
O 0.5266 -6.1342 1.0000
O 0.8539 -3.8590 1.8708
H -0.5954 -3.9799 3.2964
H 0.5514 -2.6274 3.4807
H 0.9433 -4.8132 5.0031
H 2.3413 -4.1113 4.1579

***

ORCA calculation (ωB97M-V with the def2-TZVPD basis set) on a molecular structure, C23H28Cl3N4O5SV.

Output
multiplicity = 4
orbital gap (alpha / beta) = 5.130 / 6.614 eV
HOMO energy (alpha / beta) = -0.105 / -0.159 Ha
net charge = -1

Element x y z (Å)
V 0.9306 -0.6591 0.0478
N -0.2292 -4.5284 1.3981
C 0.4943 -3.3795 1.0952
S 0.2360 -1.9598 2.0885
N 1.3213 -3.4954 0.0977
N 1.9250 -2.2697 -0.2344
C 3.0241 -2.3217 -0.8928
C 3.8196 -1.1504 -1.2415
C 4.9017 -1.3337 -2.1082
C 5.7473 -0.3030 -2.4631
C 5.5252 0.9612 -1.9014
C 4.4791 1.1762 -1.0317
C 3.5655 0.1481 -0.6937
O 2.5694 0.4067 0.1014
H -0.4289 -4.6195 2.3816
H 0.1696 -5.3558 0.9780
H 3.3894 -3.3061 -1.1801
H 5.0643 -2.3269 -2.5187
H 6.5582 -0.4671 -3.1618
H 6.1866 1.7845 -2.1537
H 4.3005 2.1517 -0.5952
Cl -1.0717 4.4363 -4.6903
C -0.4639 3.0033 -3.8799
C -0.6161 2.8726 -2.5164
C -0.1387 1.7318 -1.9040
Cl -0.3675 1.5222 -0.1767
C 0.5127 0.6701 -2.5737
O 0.9298 -0.3898 -1.9830
C 0.6310 0.8769 -3.9715
Cl 1.3998 -0.3751 -4.9012
C 0.1581 2.0054 -4.6139
H -1.0995 3.6486 -1.9364
H 0.2766 2.1039 -5.6848
O 0.7231 1.5660 4.9032
C 0.4417 1.5727 3.5842
O 1.1250 1.0374 2.7653
C -0.8653 2.2609 3.2291
N -1.2934 3.1836 4.2949
C -2.7578 3.1309 4.3651
C -3.0264 1.6428 4.2101
C -2.0133 1.2153 3.1345
H -0.7189 2.7495 2.2664
H -0.9389 4.1192 4.1500
H 0.0316 2.1293 5.3080
H -3.2317 3.6809 3.5437
H -3.1138 3.5456 5.3075
H -4.0550 1.4379 3.9149
H -2.8295 1.1292 5.1521
H -2.4629 1.2560 2.1424
H -1.6394 0.2023 3.2839
C -3.2990 -2.4889 0.5537
C -2.5449 -1.2236 0.1908
O -1.3672 -1.4704 -0.5583
C -1.5407 -2.1405 -1.8060
C -2.3401 -1.3299 -2.8092
H -4.0413 -2.2565 1.3232
H -2.6002 -3.2277 0.9519
H -3.8253 -2.9215 -0.3012
H -2.1927 -0.7423 1.0998
H -3.1893 -0.5194 -0.3473
H -1.9991 -3.1181 -1.6374
H -0.5321 -2.2990 -2.1757
H -3.3970 -1.2576 -2.5372
H -1.9305 -0.3209 -2.8889
H -2.2756 -1.8019 -3.7936

***

ORCA calculation (ωB97M-V with the def2-TZVPD basis set) on a molecular structure, C23H28EuNO4S.

Output
multiplicity = 8
orbital gap (alpha / beta) = 6.081 / 6.513 eV
ΔE to the lowest compared entry with this formula, charge and spin = 0.00 kJ/mol
HOMO energy (alpha / beta) = -0.128 / -0.144 Ha
net charge = -1

Element x y z (Å)
C 0.2876 2.1562 2.8625
C -0.6331 2.2794 1.7836
C -1.2998 1.0304 1.6213
H -0.8195 3.1806 1.1972
C -0.8020 0.1335 2.6216
C 0.1831 0.8333 3.3855
H -1.1730 -0.8734 2.8157
C 3.0652 2.2750 -0.6513
C 1.8693 3.0028 -0.4028
C 0.8065 2.3713 -1.0987
H 1.7733 3.8984 0.2076
C 1.3381 1.2383 -1.7870
C 2.7510 1.1841 -1.5113
H -2.1156 0.8268 0.9242
H 0.7139 0.4417 4.2543
H 0.9180 2.9588 3.2543
H 3.4399 0.4455 -1.9321
H -0.2416 2.6734 -1.1284
H 4.0609 2.5207 -0.2897
Eu 1.4344 0.2025 0.6968
C 0.5419 0.1836 -2.5159
C 1.4307 -0.4030 -3.6261
C -0.7302 0.7845 -3.1305
H 1.7882 0.4083 -4.2790
H 0.8513 -1.1203 -4.2129
H 2.2947 -0.9358 -3.2081
H -0.4666 1.6463 -3.7586
H -1.4453 1.1103 -2.3640
H -1.2160 0.0299 -3.7598
C 0.1337 -0.8981 -1.4509
C -0.5164 -2.1376 -2.0479
H -0.5714 -0.4400 -0.7152
H 1.0583 -1.3135 -0.9511
O -0.2326 -2.5216 -3.1781
N -1.4024 -2.8615 -1.3034
C -1.7624 -2.7496 0.1066
H -1.7340 -3.6936 -1.7768
C -3.0074 -1.9109 0.3188
C -3.5191 -1.7811 1.6148
H -3.0525 -2.3600 2.4194
C -4.5894 -0.9206 1.8647
H -4.9459 -0.7980 2.8888
C -5.1902 -0.2269 0.8068
H -6.0227 0.4481 1.0053
C -4.7283 -0.4113 -0.4994
H -5.2000 0.1019 -1.3372
C -3.6451 -1.2660 -0.7464
H -3.2946 -1.4368 -1.7675
H -0.9187 -2.3421 0.6992
H -1.9479 -3.7699 0.4855
C 5.4304 0.0271 1.9541
S 3.7683 -0.3380 2.4817
O 3.1692 -1.2461 1.4224
O 3.8068 -0.9013 3.8075
O 3.0227 0.9650 2.3477
H 5.9453 -0.9244 1.7752
H 5.9133 0.5889 2.7635
H 5.4275 0.6347 1.0434

***

ORCA calculation (ωB97M-V with the def2-TZVPD basis set) on C23H28FN3O4S in the gas phase.

Output
orbital gap = 7.881 eV
ΔE to the lowest compared entry with this formula, charge and spin = 120.57 kJ/mol
HOMO energy = -0.271 Ha
SMILES string = CCOc1cc(NC(=S)NC[C@H]2CCCO2)c(OCC)cc1NC(=O)c1ccccc1F

Element x y z (Å)
C -3.1403 -4.8331 -0.1871
C -1.8808 -3.9855 -0.1057
H -1.2062 -4.2178 -0.9394
H -1.3518 -4.1755 0.8368
O -2.2810 -2.6276 -0.1684
C -1.3260 -1.6567 -0.0794
C 0.0342 -1.8953 0.0117
C 0.9342 -0.8408 0.0897
C 0.4610 0.4843 0.0809
C -0.8984 0.7229 -0.0045
C -1.7974 -0.3328 -0.0815
N -3.1809 -0.1591 -0.1551
C -3.8877 0.9956 -0.1708
O -3.3965 2.1108 -0.1531
C -5.3750 0.8266 -0.2561
C -6.1066 -0.2436 0.2493
C -7.4850 -0.3011 0.1566
C -8.1681 0.7321 -0.4595
C -7.4688 1.8175 -0.9624
C -6.0930 1.8630 -0.8522
H -5.5324 2.7074 -1.2236
H -7.9981 2.6300 -1.4358
H -9.2435 0.6905 -0.5379
H -8.0027 -1.1517 0.5716
F -5.4856 -1.2702 0.8778
H -3.6688 -1.0451 -0.1751
H -1.2999 1.7205 -0.0152
O 1.4317 1.4612 0.1493
C 1.0389 2.8201 0.2233
C 0.5539 3.2216 1.6120
H 1.3200 3.0054 2.3534
H 0.3392 4.2862 1.6262
H -0.3487 2.6785 1.8778
H 0.2781 3.0403 -0.5327
H 1.9472 3.3761 -0.0307
N 2.3147 -0.9925 0.1983
C 3.1201 -2.0749 0.1533
N 4.4336 -1.8611 0.4279
H 5.0216 -2.6590 0.2401
C 5.0794 -0.5930 0.6517
H 6.0612 -0.8022 1.0804
H 4.5074 -0.0193 1.3887
C 5.2892 0.2356 -0.6503
C 4.9227 1.7137 -0.4859
H 4.7315 2.1521 -1.4661
C 6.2133 2.2793 0.1019
H 6.2482 2.1049 1.1779
C 7.2774 1.4418 -0.6136
H 7.6490 1.9506 -1.5108
H 8.1309 1.2071 0.0302
O 6.6543 0.2312 -1.0242
H 6.3369 3.3431 -0.0852
H 4.0516 1.8733 0.1447
H 4.7319 -0.2462 -1.4617
S 2.6643 -3.6316 -0.1849
H 2.7693 -0.0942 0.3005
H 0.4212 -2.8983 0.0177
H -2.8800 -5.8851 -0.1186
H -3.8133 -4.5767 0.6270
H -3.6515 -4.6535 -1.1293

***

In order of appearance, calculated total energy = -6168.0364; -4211.4018; -2357.5676; -1856.5377 hartree.